# 1
Molecular formula: C22H26N2O3PS5V
Method: DFT, ωB97M-V with the def2-TZVPD basis set

ORCA input file:
```
! wB97M-V def2-TZVPD RIJCOSX def2/J DEFGRID3
* xyz 1 4
V -0.123 0.665 0.139
C -2.611 -1.919 2.797
C -1.623 -1.001 2.443
N -1.688 -0.272 1.342
C -2.762 -0.405 0.522
C -3.784 -1.331 0.782
C -3.680 -2.096 1.957
C -4.904 -1.447 -0.102
C -5.018 -0.635 -1.172
C -4.015 0.349 -1.444
C -4.132 1.267 -2.505
C -3.154 2.207 -2.710
C -2.033 2.205 -1.879
N -1.898 1.353 -0.879
C -2.879 0.454 -0.630
H -2.516 -2.480 3.716
H -0.754 -0.852 3.074
H -4.459 -2.810 2.193
H -5.664 -2.183 0.125
H -5.872 -0.697 -1.834
H -5.006 1.226 -3.143
H -3.229 2.936 -3.504
H -1.223 2.910 -2.023
C 1.509 1.114 4.279
S 1.703 2.912 4.234
C 0.223 3.330 3.380
C 0.033 3.195 2.056
S 1.184 2.516 0.921
S -1.552 3.676 1.485
C -2.252 4.115 3.017
S -3.800 4.602 3.178
S -1.120 3.952 4.318
H 2.389 0.714 4.780
H 1.475 0.739 3.254
H 0.616 0.831 4.835
C 5.454 0.225 -1.612
C 4.044 0.738 -1.758
O 3.163 -0.403 -1.990
P 1.664 -0.317 -1.458
O 1.697 -0.794 0.103
C 2.226 -2.078 0.562
C 3.292 -1.820 1.597
O 1.035 -1.637 -2.112
C 0.880 -1.707 -3.554
C 1.950 -2.582 -4.163
H 6.132 1.065 -1.455
H 5.763 -0.307 -2.511
H 5.536 -0.448 -0.760
H 3.950 1.403 -2.616
H 3.723 1.274 -0.862
H 2.610 -2.619 -0.301
H 1.385 -2.634 0.974
H 4.118 -1.257 1.165
H 3.680 -2.769 1.971
H 2.886 -1.255 2.436
H 0.905 -0.697 -3.973
H -0.113 -2.119 -3.723
H 2.940 -2.174 -3.966
H 1.802 -2.639 -5.241
H 1.893 -3.590 -3.753
*
```

Summary:
E_LUMO (spin up / spin down)	-3.70 / -3.81	eV
energy relative to the best compared isomer or geometry (same formula, charge and spin)	0.164	eV
calculated total energy	-121508.8131	eV
max |F|	0.0110	hartree/bohr

---

# 2
Molecular formula: C2HBrClF
Method: DFT, ωB97M-V with the def2-TZVPD basis set

ORCA input file:
```
! wB97M-V def2-TZVPD RIJCOSX def2/J DEFGRID3
* xyz 0 1
C 0.657 0.946 0.195
C -0.792 -0.508 -0.348
F -1.685 -0.092 -1.216
Cl -0.426 -2.121 -0.386
Br 2.082 0.093 0.946
H 0.165 1.681 0.808
*
```

Summary:
E_LUMO (spin up / spin down)	-0.30 / -1.02	eV
energy relative to the best compared isomer or geometry (same formula, charge and spin)	3.031	eV
calculated total energy	-87366.8588	eV
max |F|	0.0941	hartree/bohr

---

# 3
Molecular formula: C23H26F6GeNOPSbY
Method: DFT, ωB97M-V with the def2-TZVPD basis set

ORCA input file:
```
! wB97M-V def2-TZVPD RIJCOSX def2/J DEFGRID3
* xyz 1 2
Y -0.046 -1.478 -0.272
O 2.495 -2.163 1.647
N 2.278 -1.015 0.900
C 3.205 -0.141 0.972
C 3.313 1.174 0.313
C 4.621 1.652 0.213
C 4.892 2.877 -0.371
C 3.846 3.657 -0.837
C 2.540 3.204 -0.716
C 2.253 1.968 -0.149
P 0.507 1.463 0.045
C -0.298 2.270 -1.375
C -1.202 3.318 -1.255
C -1.802 3.852 -2.389
C -1.495 3.350 -3.643
C -0.580 2.310 -3.773
C 0.008 1.774 -2.642
C -0.013 2.362 1.539
C -1.360 2.357 1.909
C -1.767 2.985 3.075
C -0.834 3.605 3.896
C 0.506 3.601 3.544
C 0.918 2.983 2.371
H 3.319 -2.056 2.150
H 4.080 -0.399 1.574
H 5.438 1.049 0.592
H 5.913 3.223 -0.451
H 4.041 4.621 -1.287
H 1.726 3.824 -1.072
H -1.445 3.721 -0.281
H -2.511 4.662 -2.287
H -1.967 3.765 -4.523
H -0.335 1.920 -4.751
H 0.731 0.968 -2.754
H -2.099 1.873 1.283
H -2.815 2.984 3.345
H -1.152 4.089 4.809
H 1.237 4.082 4.180
H 1.967 2.998 2.109
F -1.908 -0.604 0.746
Sb -3.302 -0.791 -0.668
F -3.462 1.044 -0.723
F -4.578 -1.045 0.623
F -4.341 -1.112 -2.152
F -2.628 -2.544 -0.608
F -1.635 -0.604 -1.732
C -2.482 -5.103 1.156
Ge -0.949 -5.151 -0.059
C 0.013 -6.824 0.222
C -1.487 -5.060 -1.943
C 0.209 -3.622 0.372
H -3.367 -5.491 0.653
H -2.696 -4.091 1.497
H -2.274 -5.727 2.025
H -0.631 -7.668 -0.032
H 0.313 -6.925 1.265
H 0.903 -6.873 -0.405
H -2.484 -5.482 -2.077
H -0.790 -5.637 -2.551
H -1.514 -4.038 -2.325
H 0.975 -3.943 1.081
*
```

Summary:
E_LUMO (spin up / spin down)	-3.77 / -3.81	eV
energy relative to the best compared isomer or geometry (same formula, charge and spin)	0.555	eV
calculated total energy	-117497.1338	eV
max |F|	0.0110	hartree/bohr

---

# 4
Molecular formula: C10H9N
Method: DFT, ωB97M-V with the def2-TZVPD basis set

ORCA input file:
```
! wB97M-V def2-TZVPD RIJCOSX def2/J DEFGRID3
* xyz 0 1
C 0.600 -1.887 -0.131
C 1.734 -1.170 0.002
C -1.807 -1.451 -0.017
C -3.034 -0.700 0.173
C -0.526 -1.004 -0.115
C 0.075 0.345 -0.175
C 1.393 0.234 0.004
C -2.236 1.534 -0.050
C -0.771 1.751 -0.179
C 2.557 1.147 -0.005
N -2.918 0.622 0.238
H 0.419 -2.996 0.100
H 2.753 -1.411 0.158
H -2.006 -2.523 0.114
H -3.924 -1.167 0.301
H -0.172 2.360 0.526
H -0.616 2.314 -1.071
H 2.912 1.292 1.050
H 2.275 2.172 -0.452
H 3.293 0.538 -0.472
*
```

Summary:
E_LUMO (spin up / spin down)	-0.85 / -0.85	eV
energy relative to the best compared isomer or geometry (same formula, charge and spin)	5.567	eV
calculated total energy	-12000.6336	eV
max |F|	0.0822	hartree/bohr

---

# 5
Molecular formula: C3H9N2O3
Method: DFT, ωB97M-V with the def2-TZVPD basis set

ORCA input file:
```
! wB97M-V def2-TZVPD RIJCOSX def2/J DEFGRID3
* xyz 1 1
C 1.075 0.661 -1.042
C 0.489 0.091 0.259
N 1.356 -1.194 0.553
O 0.500 0.913 1.313
C -1.030 -0.370 -0.054
O -1.395 -1.517 -0.234
N -1.897 0.606 0.175
O -3.263 0.518 -0.037
H 2.218 0.800 -0.873
H 0.953 -0.123 -1.812
H 0.556 1.561 -1.347
H 2.350 -1.099 0.594
H 0.927 -1.608 1.363
H 1.230 -1.970 -0.189
H 1.174 1.538 1.209
H -1.762 1.439 0.694
H -3.481 -0.248 -0.573
*
```

Summary:
E_LUMO	-3.68	eV
energy relative to the best compared isomer or geometry (same formula, charge and spin)	3.226	eV
calculated total energy	-12370.9445	eV
max |F|	0.0710	hartree/bohr
structure (SMILES)	C[C@@]([NH3+])(O)C(=O)NO

---

# 6
Molecular formula: C4H13N2O
Method: DFT, ωB97M-V with the def2-TZVPD basis set

ORCA input file:
```
! wB97M-V def2-TZVPD RIJCOSX def2/J DEFGRID3
* xyz 1 1
C 0.737 0.295 -1.483
C -0.251 1.239 -0.845
C -1.586 0.552 -0.536
C -2.386 -0.738 1.222
N -1.405 -0.452 0.498
N 1.103 -0.781 -0.499
H 0.305 -0.215 -2.343
H 1.648 0.736 -1.834
H -0.486 2.060 -1.517
H 0.193 1.692 0.041
H -1.987 0.127 -1.462
H -2.298 1.311 -0.205
H -3.344 -0.223 1.113
H -2.315 -1.480 2.014
H 1.722 -0.506 0.280
H 1.483 -1.643 -0.888
H 0.214 -1.017 0.015
H 3.339 -0.869 1.842
H 2.777 0.242 2.668
O 2.533 -0.330 1.920
*
```

Summary:
E_LUMO	-2.82	eV
energy relative to the best compared isomer or geometry (same formula, charge and spin)	1.379	eV
calculated total energy	-9380.2049	eV
max |F|	0.0190	hartree/bohr

---

# 7
Molecular formula: C50H141N9O16
Method: DFT, ωB97M-V with the def2-TZVPD basis set

ORCA input file:
```
! wB97M-V def2-TZVPD RIJCOSX def2/J DEFGRID3
* xyz 0 1
C 0.776 1.387 -4.952
C -0.169 2.304 -5.773
C 0.326 3.775 -6.011
O -0.631 4.438 -6.815
C -0.133 5.623 -7.442
N -0.605 1.671 -7.021
H 0.752 1.571 -3.878
H 1.810 1.312 -5.288
H 0.468 0.342 -4.989
H -1.101 2.513 -5.248
H 1.264 3.736 -6.565
H 0.635 4.268 -5.089
H -0.945 6.105 -7.986
H 0.633 5.465 -8.201
H 0.346 6.358 -6.795
H -0.929 2.547 -7.404
H 0.091 1.308 -7.656
C 3.861 3.449 3.196
C 3.656 2.066 3.795
C 4.072 1.941 5.279
O 5.460 2.364 5.388
C 5.872 2.764 6.710
N 2.275 1.637 3.519
H 3.456 4.184 3.891
H 3.331 3.466 2.244
H 4.909 3.621 2.949
H 4.358 1.347 3.374
H 4.002 0.895 5.577
H 3.543 2.562 6.002
H 5.541 3.781 6.917
H 6.960 2.695 6.730
H 5.462 2.061 7.435
H 1.621 2.089 4.142
H 2.247 0.697 3.888
C -1.911 2.781 4.534
C -2.244 4.158 5.081
C -2.952 5.038 4.062
O -3.416 6.300 4.546
C -2.435 7.130 5.239
N -3.103 4.015 6.305
H -1.411 2.162 5.279
H -1.236 2.870 3.683
H -2.826 2.310 4.173
H -1.377 4.631 5.541
H -3.839 4.588 3.614
H -2.184 5.209 3.308
H -2.809 8.113 5.527
H -1.591 7.282 4.566
H -2.052 6.649 6.139
H -3.232 4.970 6.606
H -4.048 3.751 6.066
C 0.343 0.337 6.743
C -0.076 -0.875 5.922
C 1.136 -1.712 5.434
O 2.201 -1.028 4.784
C 3.188 -1.981 4.327
N -0.962 -1.729 6.701
H 0.824 0.151 7.703
H -0.512 0.990 6.920
H 1.041 0.886 6.112
H -0.598 -0.512 5.037
H 0.845 -2.578 4.839
H 1.597 -2.130 6.329
H 4.132 -1.522 4.033
H 2.760 -2.445 3.438
H 3.370 -2.748 5.080
H -1.679 -1.290 7.261
H -0.409 -2.386 7.232
C 0.524 -4.021 1.938
C -0.186 -5.330 1.602
C 0.514 -6.540 2.295
O -0.158 -7.757 1.999
C 0.522 -8.857 2.625
N -1.545 -5.174 2.075
H 0.112 -3.255 1.281
H 1.585 -4.200 1.764
H 0.522 -3.649 2.962
H -0.189 -5.514 0.528
H 0.479 -6.374 3.372
H 1.571 -6.481 2.036
H 0.190 -9.132 3.627
H 1.597 -8.783 2.788
H 0.372 -9.731 1.991
H -2.034 -6.020 1.822
H -2.024 -4.481 1.518
C 3.776 -5.734 -4.696
C 2.996 -4.779 -5.595
C 2.232 -5.603 -6.720
O 1.396 -4.704 -7.589
C 0.681 -5.291 -8.681
N 1.970 -4.239 -4.686
H 4.351 -5.207 -3.935
H 4.439 -6.333 -5.320
H 3.192 -6.537 -4.246
H 3.601 -3.938 -5.934
H 1.478 -6.249 -6.272
H 2.902 -6.171 -7.365
H -0.113 -4.645 -9.056
H 0.138 -6.180 -8.360
H 1.354 -5.630 -9.469
H 1.629 -4.927 -4.030
H 1.203 -4.213 -5.343
C -2.999 7.640 0.567
C -2.779 6.776 -0.665
C -3.906 5.829 -0.901
O -3.960 4.745 0.061
C -2.863 3.846 0.038
N -2.500 7.570 -1.818
H -3.946 8.179 0.560
H -2.307 8.481 0.625
H -2.939 7.061 1.488
H -1.893 6.153 -0.546
H -3.804 5.383 -1.891
H -4.835 6.396 -0.946
H -2.177 4.207 0.804
H -2.369 3.737 -0.927
H -3.181 2.868 0.398
H -3.252 8.226 -1.977
H -2.492 6.997 -2.649
C -4.278 0.465 1.528
C -5.788 0.738 1.342
C -6.490 0.629 2.710
O -6.475 -0.733 3.130
C -7.288 -1.021 4.247
N -5.915 2.089 0.794
H -3.815 1.302 2.051
H -3.891 0.293 0.523
H -4.036 -0.448 2.071
H -6.159 -0.067 0.707
H -7.526 0.943 2.591
H -6.062 1.278 3.474
H -7.129 -0.279 5.029
H -7.048 -1.996 4.671
H -8.357 -0.901 4.068
H -5.610 2.218 -0.160
H -6.862 2.436 0.734
C -0.623 0.818 1.906
C 0.388 0.141 1.117
C -0.109 -0.509 -0.159
O 0.948 -1.285 -0.752
C 0.570 -2.034 -1.909
N 1.377 1.170 0.810
H -1.002 1.676 1.351
H -0.226 1.096 2.882
H -1.462 0.172 2.169
H 0.873 -0.662 1.674
H -0.367 0.162 -0.978
H -1.016 -1.089 0.007
H -0.397 -2.524 -1.795
H 1.304 -2.825 -2.060
H 0.582 -1.454 -2.832
H 1.685 1.550 1.694
H 2.232 0.781 0.438
C -2.027 -5.760 -2.183
C -1.606 -5.145 -3.547
O -0.573 -5.937 -4.074
H -1.211 -5.854 -1.467
H -2.470 -6.738 -2.376
H -2.794 -5.114 -1.755
H -1.166 -4.148 -3.538
H -2.452 -4.967 -4.212
H -0.685 -6.853 -3.809
C 7.000 0.118 -1.234
C 6.344 1.437 -1.068
O 5.666 1.457 0.203
H 6.383 -0.728 -0.931
H 7.887 0.040 -0.606
H 7.454 0.041 -2.222
H 5.688 1.657 -1.910
H 7.081 2.241 -1.062
H 4.840 1.010 0.006
C 5.164 -1.626 -4.040
C 3.749 -1.269 -3.650
O 2.974 -1.671 -4.770
H 5.444 -1.252 -5.025
H 5.353 -2.699 -4.062
H 5.849 -1.298 -3.258
H 3.706 -0.189 -3.506
H 3.285 -1.628 -2.731
H 2.870 -2.625 -4.752
C 2.268 2.656 -1.864
C 0.965 3.446 -1.672
O 0.662 3.567 -0.306
H 3.055 2.967 -1.177
H 2.631 2.797 -2.882
H 2.228 1.580 -1.695
H 0.151 2.833 -2.059
H 0.880 4.440 -2.110
H 0.870 2.788 0.216
C -5.339 -2.972 -1.105
C -3.862 -2.761 -0.685
O -3.460 -3.649 0.344
H -5.327 -3.878 -1.711
H -5.667 -2.137 -1.724
H -5.914 -3.147 -0.196
H -3.704 -1.748 -0.313
H -3.193 -2.874 -1.537
H -4.034 -3.519 1.103
C 4.188 -2.591 0.262
C 3.979 -1.140 0.566
O 3.573 -0.300 -0.490
H 3.324 -2.945 -0.300
H 4.360 -3.167 1.171
H 4.951 -2.716 -0.506
H 4.895 -0.749 1.009
H 3.221 -1.108 1.348
H 2.687 -0.623 -0.668
C -3.393 1.217 -3.691
C -2.566 0.076 -3.063
O -3.094 -1.093 -3.614
H -2.807 2.131 -3.592
H -4.304 1.491 -3.159
H -3.592 1.151 -4.761
H -2.707 0.131 -1.983
H -1.519 0.174 -3.350
H -2.810 -1.095 -4.531
*
```

Summary:
E_LUMO	0.45	eV
energy relative to the best compared isomer or geometry (same formula, charge and spin)	3.706	eV
calculated total energy	-100298.3481	eV
max |F|	0.0522	hartree/bohr

---

# 8
Molecular formula: C24H31AsN6RuSSe
Method: DFT, ωB97M-V with the def2-TZVPD basis set

ORCA input file:
```
! wB97M-V def2-TZVPD RIJCOSX def2/J DEFGRID3
* xyz 3 6
Ru 0.781 -1.192 -1.215
N -0.064 -1.537 -3.766
N -1.324 -2.162 -3.814
C -1.773 -2.906 -2.794
N -2.949 -3.501 -2.881
S -0.830 -3.097 -1.383
H -0.140 -0.612 -4.198
H 0.628 -2.084 -4.291
H -1.827 -2.170 -4.700
H -3.530 -3.446 -3.705
H -3.271 -4.106 -2.140
C 1.457 -0.241 3.611
N 2.312 -1.396 3.623
C 2.941 -1.901 4.714
C 3.649 -2.996 4.308
N 3.444 -3.150 2.978
C 4.019 -4.198 2.181
C 2.621 -2.166 2.556
Se 1.991 -1.927 0.797
H 1.466 0.214 4.598
H 0.431 -0.521 3.360
H 1.810 0.489 2.879
H 2.856 -1.469 5.690
H 4.269 -3.657 4.878
H 4.660 -4.805 2.815
H 4.618 -3.787 1.369
H 3.242 -4.834 1.756
N 2.842 -0.360 -2.250
H 3.136 0.472 -1.734
H 2.813 -0.101 -3.234
H 3.591 -1.046 -2.152
C 2.116 4.571 0.099
C 2.027 3.992 -1.158
C 1.247 2.866 -1.346
C 0.510 2.342 -0.283
C 0.631 2.899 0.986
C 1.424 4.021 1.169
As -0.600 0.760 -0.616
C -1.600 0.512 1.031
C -2.323 1.544 1.624
C -2.994 1.317 2.814
C -2.943 0.064 3.415
C -2.238 -0.968 2.818
C -1.569 -0.748 1.625
C -1.934 1.366 -1.924
C -1.507 1.745 -3.195
C -2.420 2.236 -4.112
C -3.765 2.302 -3.780
C -4.198 1.871 -2.537
C -3.288 1.389 -1.608
H 2.742 5.437 0.249
H 2.563 4.420 -1.992
H 1.189 2.403 -2.326
H 0.088 2.475 1.823
H 1.497 4.469 2.147
H -2.367 2.519 1.143
H -3.559 2.112 3.275
H -3.464 -0.108 4.344
H -2.216 -1.947 3.276
H -1.028 -1.560 1.134
H -0.454 1.686 -3.454
H -2.082 2.574 -5.079
H -4.477 2.672 -4.502
H -5.245 1.913 -2.282
H -3.631 1.052 -0.636
*
```

Summary:
E_LUMO (spin up / spin down)	-7.71 / -11.28	eV
energy relative to the best compared isomer or geometry (same formula, charge and spin)	0.000	eV
calculated total energy	-173907.3005	eV
max |F|	0.0519	hartree/bohr

---

# 9
Molecular formula: C3H5NP2
Method: DFT, ωB97M-V with the def2-TZVPD basis set

ORCA input file:
```
! wB97M-V def2-TZVPD RIJCOSX def2/J DEFGRID3
* xyz 0 3
C 0.820 0.991 -0.344
C 0.475 -0.278 0.107
C -0.954 -0.633 0.166
N 2.087 1.302 -0.517
P 1.752 -1.382 0.434
P 3.128 0.262 0.163
H -0.042 1.537 -0.628
H -1.518 0.024 -0.601
H -1.389 -0.289 1.133
H -1.170 -1.761 0.003
H 3.765 -0.305 -0.963
*
```

Summary:
E_LUMO (spin up / spin down)	0.93 / -2.79	eV
energy relative to the best compared isomer or geometry (same formula, charge and spin)	0.000	eV
calculated total energy	-23256.0077	eV
max |F|	0.0601	hartree/bohr